41
Properties=species:S:1:pos:R:3:mulliken_charge:R:1 method="wB97M-V/def2-TZVPD" charge=+1 homo_lumo_gap_ev=8.41 max_force_ev_per_a=2.51 lumo_energy_ha=-0.104 molar_mass_g_mol=412.335
O -2.95649 -0.25031 -4.21707 -0.40
C -1.93355 -0.46928 -4.72191 0.10
I -0.57430 1.15897 -5.16472 0.07
C -1.60824 -1.94511 -5.08714 -0.67
C -0.67940 -2.65668 -4.04977 0.28
C -1.24790 -2.59160 -2.59788 -0.86
N -0.21983 -2.74802 -1.51395 0.18
C 1.14456 -2.22834 -1.85054 -0.50
C 1.08644 -1.35413 -3.12753 -0.42
O 0.65931 -2.18053 -4.20233 -0.37
H -2.56292 -2.50150 -5.09688 0.37
H -1.12720 -1.92891 -6.08090 0.40
H -0.66365 -3.72205 -4.35465 0.37
H -1.87031 -1.69882 -2.40789 0.40
H -1.93942 -3.44886 -2.49862 0.37
H -0.23684 -3.72406 -1.21225 0.43
H -0.55697 -2.19268 -0.69892 0.07
H 1.48304 -1.56472 -1.03283 0.33
H 1.85818 -3.06055 -1.93463 0.34
H 0.41182 -0.49971 -2.93016 0.22
H 2.10099 -1.00801 -3.38133 0.33
C -0.37264 0.93332 2.63283 -1.06
S -0.70337 -0.70066 1.97454 0.48
O -1.18175 -0.52826 0.55567 -0.68
C -2.14720 -1.03248 2.99280 -1.00
H 0.48121 1.35100 2.10556 0.36
H -1.24321 1.57402 2.48436 0.41
H -0.13788 0.85435 3.69304 0.41
H -2.90352 -0.26613 2.82205 0.32
H -1.85249 -1.04592 4.04178 0.39
H -2.54803 -2.00682 2.71667 0.33
C 2.22711 3.67902 5.48424 -0.98
S 1.49179 3.47344 3.85542 0.58
O 2.19110 2.33329 3.19450 -0.62
C 2.16010 4.98865 3.15357 -0.98
H 1.96770 2.81168 6.08917 0.31
H 3.31117 3.74918 5.39348 0.32
H 1.82759 4.57950 5.95122 0.38
H 3.24857 4.97423 3.21336 0.32
H 1.76310 5.84630 3.69711 0.38
H 1.85332 5.04717 2.11053 0.32